No. 1
A cluster of 11 separate species, C23H45N5O28S3 in total, computed with ωB97M-V/def2-TZVPD.

```
104
Properties=species:S:1:pos:R:3:forces:R:3
C -2.9968 -1.5128 3.3191 -0.4679 -0.1637 0.5024
N -3.5249 -2.0786 2.0440 0.7377 0.1535 -3.2491
O -3.9554 -3.2220 2.0010 0.3069 1.3405 0.6791
O -3.4112 -1.3746 0.9903 -0.3694 -1.2907 2.6289
H -1.9368 -1.2634 3.2715 -0.0875 -0.2524 -0.5884
H -3.1801 -2.2781 4.0733 0.0241 0.2192 -0.0578
H -3.5387 -0.5911 3.5310 -0.0856 -0.1374 -0.1191
C -5.0393 1.7474 -0.2730 -0.8513 1.2070 -0.3835
N -3.6327 1.9426 0.2414 1.1092 -1.6412 -1.3169
O -2.7436 2.4096 -0.4639 -1.2641 0.6964 -0.5844
O -3.3561 1.4142 1.2781 -0.7278 -0.0385 1.7023
H -5.2032 2.3580 -1.1609 0.3777 0.2343 0.2119
H -5.7400 2.0581 0.5020 0.3112 0.0771 0.1076
H -5.3472 0.7432 -0.5643 1.0621 -0.3645 0.4431
C 2.3766 -3.9333 2.0894 0.2544 0.1465 1.6264
N 1.0066 -3.7407 1.5596 0.6615 -1.6360 -1.5333
O 0.0852 -3.5731 2.3196 -0.0444 0.5911 0.3337
O 0.8925 -3.9404 0.3568 -0.3968 0.4652 0.2771
H 2.5573 -3.0874 2.7526 0.3642 0.1403 -0.3681
H 3.1598 -4.1378 1.3595 -0.5959 0.5367 -0.2531
H 2.3348 -4.7776 2.7776 -0.2837 -0.1550 -0.1176
C 3.4988 -0.5390 -3.5393 0.4594 -0.6815 -1.2201
N 4.1467 -1.2240 -2.4079 -0.1972 0.4265 2.3154
O 4.2374 -0.5729 -1.3667 0.0749 -0.2315 -0.6925
O 4.5167 -2.3746 -2.4915 -0.0885 0.1871 -0.6926
H 2.4938 -0.1847 -3.3100 0.2960 -0.2722 0.2549
H 3.5084 -1.3043 -4.3153 -0.3892 0.3060 -0.1277
H 4.1451 0.2873 -3.8357 -0.1016 0.0192 0.2157
C 5.4196 1.2667 1.0425 -0.5761 0.7423 -0.1896
N 5.6577 0.0633 1.8601 -1.1135 -2.2102 0.5752
O 6.6900 -0.5258 1.7419 2.0895 0.3216 -0.8155
O 4.7954 -0.4197 2.5916 -0.6849 1.5561 -0.3736
H 6.1328 2.0238 1.3685 -0.2350 -0.0096 0.1310
H 4.3747 1.5569 1.1522 0.2579 0.1325 0.3512
H 5.5748 1.0957 -0.0228 0.2373 -0.6017 0.2649
O 3.4138 -4.0324 6.6075 -0.3375 1.0105 -0.1710
C 2.9991 -2.9393 6.2948 0.0746 -1.9182 0.1093
O 3.6080 -2.1955 5.3433 1.2117 -3.6561 1.6885
C 2.9969 -1.0091 5.1451 0.0644 1.6848 -1.9766
C 1.8276 -0.9351 6.0657 -1.6303 2.0737 0.8995
C 1.7426 -2.2379 6.8168 0.5771 -0.0170 -0.2110
H 2.7348 -1.0726 4.0890 -0.3337 0.9382 -0.0937
H 3.7935 -0.2759 5.2713 -0.4989 0.5892 -0.0248
H 0.9010 -0.6878 5.5477 0.0272 -0.3132 -0.3092
H 1.9090 -0.0720 6.7264 0.3019 -0.0824 0.2422
H 0.8051 -2.7494 6.5991 0.3726 -0.4675 -0.1633
H 1.8024 -2.1743 7.9033 0.1276 0.1576 -0.0686
O 0.7666 -2.3930 -3.7665 -0.8590 -1.4795 1.7041
C -0.0722 -2.9576 -3.0720 0.6547 0.6618 -1.9924
O -1.1384 -2.2333 -2.6937 -1.1302 1.7368 0.0504
C -2.2462 -2.9500 -2.1735 0.8087 -1.9947 0.6767
C -1.8175 -4.4053 -2.3678 -0.1461 -0.9514 -0.1847
C -0.3085 -4.4296 -2.7099 -0.4770 1.0815 0.0966
H -3.1995 -2.9231 -2.7013 0.2340 1.2994 -0.3420
H -2.4145 -2.7559 -1.1142 0.1664 0.5214 -0.0686
H -2.3726 -4.7619 -3.2355 0.1141 -0.3082 -0.0109
H -2.1496 -4.9998 -1.5168 0.4015 -0.1671 -0.0401
H -0.1081 -5.0003 -3.6167 0.2277 -0.1797 0.3342
H 0.3341 -4.6958 -1.8707 0.0086 -0.1387 -0.1855
O -2.3494 2.0695 -4.7645 0.4168 0.4117 0.6190
C -3.3654 1.4612 -4.5939 2.3477 -0.4741 -0.2015
O -4.3289 1.5489 -5.4818 -0.9271 1.2255 -1.1024
C -5.4942 0.9245 -5.0607 -1.5975 -1.1524 0.5840
C -5.1409 0.2535 -3.7081 -1.7349 -0.8871 -1.3614
C -3.6474 0.3021 -3.6837 -0.7774 0.2978 1.4545
H -5.8570 0.2575 -5.8428 0.2905 -0.2153 0.0122
H -6.3189 1.6117 -4.8722 0.2505 0.4974 -0.3142
H -5.5024 -0.7738 -3.6628 -0.1610 0.0360 -0.0094
H -5.7105 0.8150 -2.9675 0.6882 -0.0174 0.4544
H -3.2036 -0.5788 -4.1476 0.1372 0.0164 0.1818
H -3.4293 0.3691 -2.6178 1.2145 0.2705 -0.3239
C 2.0005 4.0803 -4.7312 0.1989 0.6131 2.1815
C 1.0643 2.9107 -4.6361 1.2698 -1.1117 -1.4676
O 1.6211 2.1048 -3.5786 -1.5526 -1.7724 2.3505
S 2.5153 2.9516 -2.4233 -1.0762 2.0198 -1.8283
O 3.6308 2.1930 -1.8394 -3.2001 1.6922 -1.5681
O 1.6642 3.9133 -1.6849 1.7039 -2.8876 -0.8039
O 3.0064 3.7389 -3.7007 2.2510 2.4649 -0.6166
H 1.3995 4.9434 -4.4446 0.7588 0.5081 0.1694
H 2.5293 4.2530 -5.6685 -0.0111 -0.2626 0.2830
H 1.2710 2.3576 -5.5523 -0.3463 -0.7230 0.2207
H 0.0058 3.1665 -4.6843 0.0090 -0.2526 1.1090
C -0.7201 -0.2695 -0.2716 1.6728 -0.4934 -0.6293
C 0.1180 0.7947 -1.0868 -0.0735 -1.0241 -0.5406
O 1.2017 1.1524 -0.2541 2.1545 -0.1134 2.7154
S 1.4634 0.0702 1.0394 -3.4593 -0.1123 -1.9598
O 1.9025 0.7194 2.2480 -0.6257 -0.5455 -2.0286
O 2.0079 -1.1918 0.5809 -0.2479 1.9593 0.6323
O -0.2238 -0.1203 1.0708 0.8994 0.2823 1.2425
H -0.4733 -1.3044 -0.5086 0.2171 0.1381 -0.6216
H -1.8031 -0.2285 -0.3871 0.1859 0.7072 0.7062
H -0.4251 1.6817 -1.4130 -0.1757 0.2023 0.7974
H 0.6392 0.4988 -1.9972 -0.7488 -1.0456 -0.1561
C -0.3067 3.6063 2.0382 1.4725 -0.3392 0.9592
C -1.4540 4.5879 2.2700 -0.0263 -1.5965 -0.4885
O -1.8130 4.3959 3.6157 -0.4614 0.1720 2.6012
S -0.5211 4.3170 4.5158 2.8723 0.4175 1.1320
O -0.6762 3.5621 5.7706 -0.1918 1.3512 -3.3498
O 0.0937 5.6451 4.5913 -1.2304 -2.1112 -0.0465
O 0.3268 3.4738 3.3702 -0.9723 0.3804 1.0029
H 0.4970 3.9817 1.4047 -0.2984 0.1876 -0.1663
H -0.5414 2.5932 1.7115 -0.4678 0.1494 0.1128
H -2.3803 4.1420 1.9078 0.1918 1.1173 -1.6010
H -1.0789 5.5948 2.0868 -0.8630 0.1255 -0.2334
```
Positions in Å, forces in eV/Å.

Values from the calculation:
SMILES: C[N+](=O)[O-].C[N+](=O)[O-].C[N+](=O)[O-].C[N+](=O)[O-].C[N+](=O)[O-].O=S1(=O)OCCO1.O=S1(=O)OCCO1.O=S1(=O)OCCO1.O=C1CCCO1.O=C1CCCO1.O=C1CCCO1
Net charge: 0
Energy above the lowest of the compared OMol25 structures with the same formula, charge and spin, kcal per mole: 3.0
HOMO-LUMO gap, eV: 9.2



No. 2
A cluster of 7 separate species, C23H45NO9S3 in total, computed with ωB97M-V/def2-TZVPD.

```
81
Properties=species:S:1:pos:R:3:forces:R:3
C -2.4416 -1.1848 5.3402 -0.9518 -0.3307 0.0133
C -2.8421 -1.4446 6.7871 0.3773 0.1016 -0.1449
O -2.5394 -0.6789 7.6626 0.0111 0.2380 0.3257
C -3.6105 -2.7124 7.0468 0.2439 -0.5543 -0.0473
H -1.4002 -1.4396 5.1579 0.0512 -0.0637 0.0941
H -2.6151 -0.1431 5.0833 0.1774 0.1042 0.1091
H -3.0953 -1.8101 4.7236 0.3263 0.0967 -0.2781
H -4.6642 -2.5807 6.7947 0.0180 0.0171 -0.1136
H -3.5364 -3.0520 8.0770 -0.0094 0.3284 0.1187
H -3.1963 -3.5088 6.4206 -0.2231 0.0484 -0.0828
C -3.5051 4.1424 0.3998 -0.2846 0.4345 0.5385
C -4.3797 5.3147 0.0484 0.1559 0.1898 0.0197
O -4.4624 6.2792 0.7726 -0.1445 0.0844 -0.0351
C -5.1212 5.2160 -1.2561 0.0910 -0.1500 -0.4016
H -3.3210 4.2177 1.4715 0.1832 -0.2063 -0.0150
H -2.5478 4.2240 -0.1144 -0.0203 -0.1728 -0.1279
H -3.9950 3.2034 0.1609 0.1764 -0.1013 -0.1727
H -5.2769 6.1785 -1.7371 0.0374 0.1254 0.1875
H -6.1008 4.7635 -1.0874 0.0367 -0.0836 0.0388
H -4.5511 4.5662 -1.9241 -0.1960 -0.0074 -0.0889
C 1.6281 -4.6034 -0.2233 0.1504 -0.0421 0.2070
C 2.7069 -5.5578 0.2230 0.5607 0.2174 -0.0318
O 2.5745 -6.3191 1.1514 -0.2696 -0.0158 -0.1022
C 4.0633 -5.4555 -0.4759 -0.5063 -0.3525 -0.0630
H 1.6550 -3.7913 0.5099 -0.0988 0.0956 -0.1591
H 0.6424 -5.0618 -0.1920 0.0121 -0.0615 0.0417
H 1.8514 -4.1977 -1.2046 -0.1350 0.1241 -0.0508
H 3.9993 -5.0344 -1.4778 -0.0390 0.0465 0.0193
H 4.4362 -6.4776 -0.5266 0.3071 0.1165 0.0256
H 4.7300 -4.8382 0.1256 0.0338 -0.0470 0.0666
C -4.2859 1.6366 3.2286 0.1633 -0.2711 0.7586
C -4.1026 1.1760 1.8706 -0.1159 0.0251 0.2021
N -3.9589 0.7432 0.8221 0.0505 -0.2138 -0.5076
H -4.9215 2.5118 3.3183 -0.0060 0.0838 -0.2240
H -3.3205 1.8399 3.6948 0.0389 0.1877 -0.1715
H -4.7302 0.8228 3.8059 -0.1216 0.0726 -0.0514
C -2.4540 0.2911 -3.5857 -0.6242 -0.1706 0.8581
C -2.3244 1.4222 -4.5860 0.0719 0.4710 -1.3117
C -0.8292 1.5755 -4.8451 0.8720 -0.7992 0.1020
S -0.0302 1.3021 -3.2469 -0.5687 0.5521 0.5278
O 0.2803 2.5534 -2.6027 -0.0787 0.1812 -0.1576
O 1.0241 0.3380 -3.3613 0.6289 -0.5739 -0.3216
C -1.4536 0.5388 -2.4602 0.2987 -0.2011 0.1863
H -2.2811 -0.6794 -4.0539 0.2616 0.1117 -0.1444
H -3.4561 0.2158 -3.1565 0.0042 0.1647 -0.1064
H -2.7930 2.3673 -4.3088 0.1189 -0.0897 0.5126
H -2.7968 1.1642 -5.5393 -0.0461 -0.0906 0.1333
H -0.3750 2.4517 -5.2996 -0.5048 0.3765 0.1542
H -0.4661 0.7264 -5.4340 -0.1538 -0.0089 0.0114
H -1.7842 1.2014 -1.6607 -0.1675 0.1784 -0.2114
H -1.0927 -0.3709 -1.9818 0.0065 -0.0588 -0.1137
C 0.5596 -0.8260 1.1754 -0.3988 -0.4641 -0.2073
C 1.8161 -0.0274 1.4695 0.4445 0.6791 -0.2137
C 1.4934 1.4253 1.0469 0.1250 -0.6660 0.5348
S -0.2054 1.6709 1.5612 0.0293 -1.0752 -0.8039
O -0.9632 2.1451 0.4289 -0.1251 0.3336 0.2213
O -0.2496 2.3210 2.8372 -0.1395 0.5946 0.4707
C -0.6150 -0.0796 1.8096 0.4977 0.3200 -0.4977
H 0.5968 -1.8601 1.5230 0.1162 0.0916 0.1585
H 0.3746 -0.9003 0.0988 0.2526 0.1502 -0.0185
H 2.6829 -0.3216 0.8798 -0.1161 -0.3924 0.0625
H 2.0921 -0.0862 2.5247 -0.1402 0.0511 0.0321
H 1.5599 1.4757 -0.0375 -0.1707 0.3691 -0.0351
H 2.1041 2.1682 1.5521 0.0312 0.1063 -0.1498
H -1.5369 -0.2341 1.2569 -0.2414 -0.1088 0.3627
H -0.6756 -0.2468 2.8812 -0.2325 -0.0188 0.0302
C 6.7052 -0.8004 -2.8993 1.1595 -0.4955 -0.6113
C 5.9261 0.4797 -3.2754 0.2077 -0.4128 -0.0923
C 4.4887 0.3696 -2.7472 0.2670 0.9301 -0.2000
S 4.2093 -1.3215 -2.2995 0.5843 0.2496 -0.0239
O 3.8539 -2.0541 -3.4786 -0.2104 -0.3755 -0.1816
O 3.4358 -1.3996 -1.0935 -0.5479 -0.2708 0.2702
C 5.9183 -1.6380 -1.9099 0.7025 0.4005 0.5262
H 7.7237 -0.5939 -2.5514 -0.3335 0.2828 0.4930
H 6.9681 -1.4038 -3.7765 -0.6871 0.0899 -0.1321
H 5.9675 0.5753 -4.3579 -0.2114 0.1935 0.0072
H 6.3952 1.3585 -2.8396 0.0329 0.0284 -0.0415
H 3.7567 0.7201 -3.4704 -0.2436 -0.3354 0.0528
H 4.3885 0.9897 -1.8577 -0.1781 -0.2209 0.1528
H 6.2084 -2.6853 -1.9095 -0.4168 -0.1350 -0.1914
H 6.0873 -1.2621 -0.8968 -0.2566 -0.0060 0.0084
```
Positions in Å, forces in eV/Å.

Values from the calculation:
SMILES: O=S1(=O)CCCC1.O=S1(=O)CCCC1.O=S1(=O)CCCC1.CC(C)=O.CC(C)=O.CC(C)=O.CC#N
Net charge: 0
Energy above the lowest of the compared OMol25 structures with the same formula, charge and spin, kcal per mole: 6.8
HOMO-LUMO gap, eV: 9.6



No. 3
A cluster of 8 separate species, C23H46Cl6O13 in total, computed with ωB97M-V/def2-TZVPD.

```
88
Properties=species:S:1:pos:R:3:forces:R:3
C -5.8351 -6.4091 -2.4118 -0.5872 -0.6112 -0.7813
Cl -7.1181 -7.6449 -2.8560 0.8102 0.7051 0.1458
Cl -6.5094 -5.1669 -1.3852 0.0711 0.0416 0.4482
H -5.0204 -6.9756 -1.9609 -0.2383 0.3331 0.1689
H -5.5187 -5.8878 -3.3153 -0.0476 -0.4610 0.0225
C -0.2591 -2.9951 0.2022 0.1014 0.3582 -0.1412
Cl -0.1562 -1.8282 -1.1936 -0.1690 -0.7407 0.8539
Cl -1.3572 -4.3755 -0.1132 0.5625 0.6053 0.0656
H 0.7554 -3.3299 0.4187 -0.2455 -0.2624 -0.3723
H -0.6076 -2.4676 1.0902 -0.2408 0.0482 -0.3942
C 4.0034 -6.2682 4.2650 -0.4235 -0.4896 0.8230
Cl 2.8930 -6.6396 2.9349 0.3078 0.1602 0.0985
Cl 3.3564 -6.8835 5.8227 -0.1240 0.0588 -0.0216
H 4.9280 -6.8373 4.1682 -0.0673 0.5823 -0.4635
H 4.0780 -5.1911 4.4145 0.2947 -0.2801 -0.4445
C -4.3161 0.6385 -3.9898 -0.1940 0.5434 0.2698
C -5.2028 1.7975 -4.4767 -0.2967 -1.1064 -0.0722
O -4.4855 3.0221 -4.5090 -0.4402 0.6959 1.1471
C -3.8217 3.4083 -5.5667 0.7444 -1.3207 -0.9520
O -3.7491 2.7488 -6.5830 0.1060 0.8948 -0.0249
O -3.1805 4.5402 -5.2792 0.0075 0.3214 0.3091
C -2.4526 5.1568 -6.3407 -1.0493 -0.7872 -1.5664
H -3.9692 0.9101 -2.9928 0.1733 -0.2192 0.0361
H -3.4519 0.4359 -4.6224 -0.0776 0.3311 -0.1541
H -4.8636 -0.3016 -3.9221 -0.2457 0.1418 0.0292
H -6.0193 2.0142 -3.7880 0.1894 -0.2188 0.2599
H -5.7046 1.5279 -5.4061 0.4347 0.4156 -0.3917
H -1.9727 4.3980 -6.9587 1.0763 -0.0725 0.7228
H -1.8711 6.0086 -5.9880 -0.0499 -0.5235 0.1182
H -3.1656 5.4375 -7.1160 -0.3645 0.8958 0.2739
C 2.3262 6.9271 -2.2966 1.1301 0.0179 -0.4484
C 3.7973 6.5390 -1.9198 -1.9341 0.3316 -0.5468
O 3.7719 6.2712 -0.5179 0.9107 -1.5684 1.6078
C 3.8683 5.0222 0.0704 -0.3352 -0.8495 -1.7404
O 3.9096 4.8148 1.2450 0.0073 0.5894 -0.2602
O 3.8553 4.0215 -0.8790 0.1043 2.0391 -1.5072
C 3.8062 2.6424 -0.6036 -0.4459 -0.0725 3.0499
H 1.9115 7.7439 -1.7059 0.2562 -0.2861 0.5452
H 1.6842 6.0475 -2.2502 -0.0509 0.1501 -0.0772
H 2.3396 7.3684 -3.2932 -0.0964 -0.4299 -0.3563
H 4.4391 7.3948 -2.1291 0.1661 -0.0232 0.5359
H 4.1565 5.7114 -2.5316 -0.1345 -0.1482 0.3281
H 3.4143 1.9848 -1.3795 0.4663 0.7703 -0.4986
H 3.1244 2.5536 0.2422 -0.3761 -0.3291 0.0592
H 4.7337 2.3168 -0.1327 0.3344 -0.2032 -0.6962
C -5.3564 -0.5487 4.0997 0.5218 -0.5317 0.1965
C -4.9500 -1.9874 4.4551 -1.0242 -0.4508 -0.9407
O -5.1236 -2.2451 5.8497 0.4406 0.4694 0.7241
C -4.9848 -3.4791 6.3530 -0.7945 -1.5572 -1.1527
O -4.6797 -4.4997 5.7626 0.3656 1.2127 0.2300
O -5.4415 -3.4552 7.5893 -0.2441 1.6826 1.3768
C -5.2515 -4.5221 8.5135 0.6073 -0.7383 -1.1007
H -6.4096 -0.3261 4.2710 0.1577 -0.0536 0.6385
H -5.2584 -0.3818 3.0271 0.4000 -0.2480 -0.0743
H -4.6599 0.1162 4.6106 -0.4187 0.3598 0.0429
H -3.9407 -2.2165 4.1131 0.0830 0.0452 0.2713
H -5.6338 -2.6676 3.9473 0.1536 -0.1775 -0.2294
H -5.7429 -4.3197 9.4652 -0.2390 0.2936 -0.4671
H -4.1852 -4.6472 8.7016 0.0340 -0.0613 0.0051
H -5.6244 -5.4146 8.0110 -0.0365 -0.2450 0.4759
O 2.4704 -0.9436 4.4820 0.1450 0.6824 3.7831
C 2.2946 -0.9986 5.7301 -0.3141 -0.8728 -3.9441
O 2.8905 -0.3135 6.6829 -0.0369 0.5346 -0.3105
C 3.8715 0.7120 6.4117 0.1392 0.3964 0.3896
C 4.2304 1.1957 7.8079 0.7356 -0.0916 0.1087
C 1.3155 -1.9945 6.2808 0.1369 -0.8090 0.1375
H 3.4997 1.5654 5.8447 -0.5807 -0.3427 -0.2189
H 4.6825 0.2908 5.8176 0.1128 -0.1310 0.2982
H 5.0969 1.8563 7.8370 0.0230 0.0710 -0.3655
H 4.5021 0.3432 8.4304 -0.1739 -0.0164 0.0799
H 3.4152 1.7480 8.2753 -0.1382 -0.2193 -0.1152
H 0.2857 -1.6398 6.2385 0.1301 0.2499 0.1978
H 1.5924 -2.3341 7.2788 -0.2301 0.3674 0.1302
H 1.3431 -2.8873 5.6560 0.0398 0.1457 -0.1930
O 4.7295 0.8825 -5.3008 -0.2956 -0.3900 -1.6215
C 4.9388 0.2729 -6.3457 1.3043 -0.2534 2.7817
O 4.0266 -0.2162 -7.1532 -0.7222 -0.8363 -0.5340
C 2.5931 -0.1161 -6.8670 0.6897 -0.8291 -0.3200
C 2.0881 1.1211 -7.4878 -1.2176 1.1340 -0.0146
C 6.3745 -0.2091 -6.6504 -0.1317 0.2914 -0.6048
H 2.3499 -0.2552 -5.8136 0.5479 0.7090 0.2202
H 2.1027 -0.9892 -7.2973 0.5593 -0.1452 -0.5232
H 0.9999 1.0605 -7.4699 -0.2212 0.3697 0.4749
H 2.2542 1.2923 -8.5514 0.7134 -0.5271 0.0184
H 2.4504 1.9915 -6.9409 -0.2267 0.0903 -0.0315
H 6.6604 -1.0813 -6.0626 -0.5338 0.0226 0.3489
H 7.0930 0.5659 -6.3836 -0.2173 0.0939 -0.0592
H 6.5469 -0.5270 -7.6787 -0.2642 0.2779 -0.1166
```
Positions in Å, forces in eV/Å.

Values from the calculation:
SMILES: CCOC(=O)OC.CCOC(=O)OC.CCOC(=O)OC.CCOC(C)=O.CCOC(C)=O.ClCCl.ClCCl.ClCCl
Net charge: 0
HOMO-LUMO gap, eV: 10.5



Number 1: E_LUMO -0.024 Ha. Number 2: E_LUMO 0.012 Ha. Number 3: E_LUMO 0.010 Ha.